Computed, not measured: a single C4H6N2O molecule in a non-equilibrium geometry, with ωB97M-V/def2-TZVPD.

Computed properties:
Structure (SMILES) = [H]/N=C1\C=C(O)NC1
Energy above the lowest of the compared OMol25 structures with the same formula, charge and spin = 307.74 kJ/mol
HOMO-LUMO gap = 8.560 eV
Charge = 0
HOMO level = -8.001 eV

Cartesian coordinates (Å):
N 0.203 -2.282 0.161
C -0.062 -1.009 0.190
C -0.091 -0.519 -1.206
N 0.162 0.922 -1.049
C 0.077 1.217 0.282
O 0.246 2.505 0.637
C -0.093 0.104 1.088
H -0.037 -2.858 0.953
H 0.502 -1.647 -1.383
H -1.063 -0.681 -1.689
H -0.045 1.617 -1.753
H 0.184 2.560 1.604
H 0.017 0.072 2.165